DFT (ωB97M-V/def2-TZVPD) results for a structure of composition C39H51BrCrN3O7P4S2Te.

Element x y z (Å)
Cr  -0.854  -1.019  0.539
C  -1.559  -4.275  2.231
P  -0.571  -2.729  2.434
C  -1.565  -2.018  3.813
C  0.837  -3.524  3.336
C  0.875  -3.470  4.725
C  1.888  -4.094  5.440
C  2.880  -4.789  4.779
C  2.867  -4.854  3.395
C  1.869  -4.229  2.663
P  1.848  -4.269  0.836
C  1.821  -6.122  0.620
C  3.601  -4.037  0.304
H  -1.617  -4.774  3.198
H  -1.091  -4.957  1.524
H  -2.563  -4.027  1.886
H  -1.992  -2.796  4.446
H  -2.370  -1.442  3.353
H  -0.953  -1.345  4.403
H  0.108  -2.933  5.268
H  1.898  -4.037  6.521
H  3.662  -5.288  5.337
H  3.653  -5.391  2.877
H  2.729  -6.575  1.019
H  1.758  -6.350  -0.446
H  0.959  -6.560  1.125
H  4.303  -4.393  1.057
H  3.792  -2.986  0.103
H  3.745  -4.602  -0.618
C  -1.397  -3.689  -1.110
O  -0.683  -2.448  -1.088
H  -1.445  -4.074  -2.128
H  -2.402  -3.481  -0.751
H  -0.918  -4.427  -0.466
H  0.252  -2.605  -1.274
C  -6.003  2.273  -0.764
C  -5.051  1.275  -1.386
O  -4.498  0.448  -0.357
P  -3.204  -0.441  -0.745
O  -2.925  -1.308  0.471
Te  -1.160  0.691  -1.486
O  -3.776  -1.451  -1.883
C  -3.681  -1.147  -3.283
C  -2.597  -1.957  -3.966
H  -6.505  2.835  -1.551
H  -5.464  2.966  -0.120
H  -6.749  1.751  -0.165
H  -4.239  1.793  -1.912
H  -5.579  0.646  -2.108
H  -3.468  -0.084  -3.432
H  -4.656  -1.373  -3.717
H  -1.625  -1.713  -3.537
H  -2.574  -1.697  -5.025
H  -2.794  -3.024  -3.861
Br  6.564  2.195  2.303
C  4.769  2.143  1.674
C  4.131  3.326  1.339
C  2.810  3.280  0.915
C  2.148  2.066  0.832
C  2.803  0.887  1.167
C  4.124  0.924  1.596
C  2.082  -0.433  1.143
O  2.556  -1.380  1.765
O  1.006  -0.474  0.436
H  4.664  4.265  1.400
H  2.311  4.200  0.639
H  1.124  2.016  0.490
H  4.621  0.000  1.859
C  -1.450  3.225  2.006
N  -0.546  2.444  2.846
C  0.277  3.066  3.723
C  1.192  2.391  4.448
C  1.267  0.986  4.227
N  0.432  0.380  3.389
C  -0.443  1.069  2.666
O  -1.215  0.550  1.817
N  2.163  0.218  4.853
H  -2.231  3.683  2.613
H  -1.907  2.559  1.280
H  -0.891  4.003  1.485
H  0.174  4.141  3.786
H  1.870  2.896  5.117
H  2.902  0.648  5.380
H  2.322  -0.697  4.449
S  3.430  2.976  -4.338
P  1.664  2.597  -3.569
S  1.652  1.194  -2.132
C  0.904  4.154  -2.966
C  0.343  4.281  -1.703
C  -0.190  5.498  -1.299
C  -0.146  6.593  -2.147
C  0.424  6.470  -3.408
C  0.946  5.255  -3.819
C  0.453  2.035  -4.823
C  0.907  1.181  -5.823
C  0.012  0.642  -6.734
C  -1.338  0.956  -6.649
C  -1.792  1.806  -5.652
C  -0.901  2.341  -4.731
H  0.317  3.411  -1.056
H  -0.647  5.594  -0.320
H  -0.552  7.545  -1.827
H  0.465  7.325  -4.071
H  1.401  5.147  -4.796
H  1.966  0.960  -5.879
H  0.366  -0.023  -7.512
H  -2.035  0.543  -7.369
H  -2.844  2.061  -5.593
H  -1.248  3.005  -3.948

Results
Energy relative to the best compared isomer or geometry (same formula, charge and spin)   32.5 kcal/mol
2S+1   2
Lowest unoccupied orbital energy (alpha / beta)   -1.198 / -0.674 eV
Maximum force   1.65 eV/A
Total charge   0
Calculated total energy   -8256.18141 Eh
Orbital gap (alpha / beta)   5.28 / 5.81 eV